Run one
# C6H12N5O2

A gas-phase ion, C6H12N5O2 (charge +1) (the ωB97M-V functional and the def2-TZVPD basis, OMol25).

Each line ends with the Löwdin charge.
Element x y z (Å)
N: -1.1324 -2.3700 1.7174  0.12
H: -1.9129 -1.4203 -0.1212  0.02
H: 3.0149 2.3339 -1.4133  0.13
N: 1.1620 -1.8988 1.5852  0.12
N: -2.2137 -0.5482 -0.4019  0.09
C: 0.0451 0.6369 0.3491  -0.06
H: 1.1676 2.0907 -1.5491  0.10
H: -1.8896 -2.5617 2.3715  0.09
H: -2.9125 0.5259 -1.8468  0.11
N: 2.3247 0.7269 -0.5431  0.06
C: -1.3227 1.3801 -1.6291  -0.52
H: -0.5885 0.2223 1.2530  0.16
H: 0.1961 -1.6905 3.2678  0.18
O: -2.5212 1.3694 -2.1102  0.21
C: 1.8443 -1.1562 0.8515  -0.06
O: -0.4997 2.2260 -1.7487  0.11
C: -1.0252 0.2379 -0.7425  -0.26
N: 2.1562 1.8384 -1.3017  0.16
C: -0.0768 -1.9332 2.1316  -0.38
H: -0.4053 -0.4740 -1.2599  0.16
C: 1.3826 0.1070 0.1727  -0.14
H: 2.8898 -1.5975 0.7109  0.16
H: 3.2502 0.2785 -0.4011  0.19
H: 0.0015 1.7631 0.5217  0.16
H: -2.9345 -0.0866 0.1360  0.11

Its HOMO energy is -13.331 eV. The SMILES is [H]/N=C/N=C\C(C[C@@H](N)C(=O)O)=[NH+]\N. The multiplicity is 1. Its total charge is +1.

Run two
# C6H12N5O2

A gas-phase ion, C6H12N5O2 (charge +1) (the ωB97M-V functional and the def2-TZVPD basis, OMol25).

Each line ends with the Löwdin charge.
Element x y z (Å)
H: 3.3577 1.0338 0.0625  0.12
H: 0.4561 -3.5386 1.0850  0.13
C: -0.6004 -0.8473 -0.3493  -0.17
C: -2.7778 1.0985 -0.6736  -0.30
H: -2.5146 2.8398 0.1123  0.08
C: -0.1622 0.2340 0.5570  -0.02
C: -1.5172 -0.6726 -1.5441  -0.02
H: -3.8729 0.9891 -0.4479  0.15
N: 2.0255 1.5031 1.1883  0.09
O: 1.5497 -0.8563 -1.4144  0.13
H: -1.3725 -1.3128 -2.4324  0.16
H: 0.7151 -1.9139 1.5794  0.09
H: -0.7762 -2.8006 -0.7992  0.15
H: 1.4915 2.1633 1.7193  0.12
H: -1.0025 0.9348 0.5537  0.06
N: -2.4628 0.1172 -1.4881  0.12
H: -0.0064 -0.2071 1.6411  0.16
H: 0.9892 1.8140 -0.4861  0.14
C: 1.2290 0.9923 0.1053  -0.22
N: -0.4613 -2.1336 -0.1688  0.09
O: 3.3425 0.1856 -0.4827  0.12
N: 0.1515 -2.5616 1.0504  0.12
C: 2.0174 0.0043 -0.7208  -0.45
N: -2.0158 2.1301 -0.4336  0.11
H: 2.2176 0.8043 1.7862  0.05

Its HOMO energy (alpha / beta) is -13.416 / -13.416 eV. The SMILES is [H]/N=C/N=C\C(C[C@@H](N)C(=O)O)=[NH+]\N. The multiplicity is 1. Its total charge is +1.

The least stable of them is run two.

Run one
# C10H6BrO4

A gas-phase ion, C10H6BrO4 (charge -1) (the ωB97M-V functional and the def2-TZVPD basis, OMol25).

Each line ends with the Löwdin charge.
Element x y z (Å)
H: -1.8656 -2.0174 -3.4067  0.09
O: -1.6117 -0.7829 -1.7637  0.05
Br: -2.4750 -0.6503 1.3894  0.54
O: -2.3948 1.9812 0.3992  -0.05
C: 0.2460 1.1467 2.3074  0.00
C: 0.3978 -1.5990 -1.2223  -0.01
C: 2.3025 0.9437 1.4460  -0.14
C: -0.8514 0.2404 0.1816  -0.38
C: -0.6418 -0.7626 -0.8201  -0.33
O: -0.7384 2.1241 -1.1517  -0.04
C: -1.4507 1.5893 -0.2296  -0.76
H: -0.6294 1.3629 2.8600  0.10
C: 1.6381 1.4106 2.5547  -0.06
O: 1.4861 0.3245 0.5843  0.04
H: 2.1028 1.7858 3.4455  0.09
C: -1.1739 -1.6364 -2.7572  -0.11
H: 0.6380 -2.8864 -2.9899  0.12
C: -0.0337 -2.1808 -2.4254  -0.12
H: 3.3972 1.0748 1.1707  0.13
C: 0.2588 0.4627 1.1078  -0.31
H: 1.3991 -1.9307 -0.6801  0.15

Its HOMO energy is -4.642 eV. The SMILES is O=C([O-])C(Br)(c1ccco1)c1ccco1. The multiplicity is 1. Its total charge is -1.

Run two
# C10H6BrO4

2 unconnected molecules or ions with the total composition C10H6BrO4 (the ωB97M-V functional and the def2-TZVPD basis, OMol25).

Each line ends with the Löwdin charge.
Element x y z (Å)
C: -0.1715 -1.4495 -0.5499  -0.46
C: -1.6410 1.4246 -1.5996  -0.08
Br: 0.0627 -1.8354 -2.3602  0.81
O: -1.3178 1.2814 0.6121  0.00
C: -1.8855 2.5082 0.3480  -0.14
H: 2.7431 -1.1792 -1.1626  0.05
C: 2.3393 -0.9699 -0.2619  -0.06
O: -1.2047 -2.1083 1.5396  -0.01
C: 2.1735 -0.3025 1.8128  -0.11
C: 3.1338 -0.5970 0.8481  -0.04
H: -1.6649 1.0159 -2.5393  0.05
H: -2.3250 3.4857 -1.4277  0.05
O: -1.8912 -3.0640 -0.4083  -0.05
C: 1.0059 -0.9396 0.0957  -0.39
O: 0.9408 -0.5591 1.3679  0.05
C: -1.2148 0.6547 -0.5432  -0.10
C: -1.2493 -2.3400 0.3261  -0.75
H: 2.3050 -0.3505 2.8186  0.09
H: 4.1644 -0.5998 0.9752  0.07
H: -2.1365 3.3176 1.0878  0.12
C: -2.1662 2.6065 -0.9792  -0.11

Its HOMO energy (alpha / beta) is -4.462 / -4.465 eV. The multiplicity is 1. Its total charge is -1.

The least stable of them is run two.